ORCA calculation (the ωB97M-V functional and the def2-TZVPD basis) on a single C8H20O3Si molecule.

Geometry as XYZ:
```
32
Properties=species:S:1:pos:R:3:forces:R:3:nbo_charge:R:1
O -2.801296 3.440142 -2.012066 -0.459 0.655 -1.625 -1.1085
O -2.125087 3.608416 0.379742 1.601 0.195 1.116 -1.1165
O -2.798291 1.278561 -0.683464 0.476 -1.033 0.379 -1.1119
C 1.535923 -2.364307 2.116361 0.318 -0.671 1.160 -0.5927
C 1.629595 -2.652167 -0.279539 0.449 -1.481 -0.852 -0.6002
C -0.601478 -2.406760 0.803007 -0.883 0.544 0.032 -0.6041
C 0.458023 0.190415 -0.614348 0.671 -0.731 1.081 -0.4253
C 1.019014 -0.474199 0.731705 -0.910 2.087 -1.582 -0.3732
C 0.757328 1.733434 -0.604080 -0.644 0.163 -1.068 -0.4002
C 0.862777 -1.980166 0.836560 -0.486 0.303 -0.241 -0.1023
C -0.163558 2.518476 -1.653050 -0.714 -2.395 1.282 -0.9032
Si -1.905224 2.623575 -0.943082 -0.479 1.362 0.170 2.2408
H -3.731638 3.483500 -1.786334 -0.054 0.185 -0.136 0.4865
H -1.397678 4.113744 0.809459 -0.915 -0.765 -0.628 0.5044
H -3.734036 1.359886 -0.468083 0.368 0.077 0.007 0.5058
H 0.934312 -2.230879 3.004826 -0.431 0.408 0.201 0.2105
H 2.471384 -1.825563 2.297397 -0.041 -0.081 -0.236 0.2082
H 1.753680 -3.422323 2.113997 0.246 -0.446 0.002 0.2043
H 2.608307 -2.176184 -0.340716 0.141 -0.060 -0.332 0.2070
H 1.129126 -2.641835 -1.273524 0.309 0.305 0.638 0.2102
H 1.829106 -3.752797 -0.070703 -0.371 1.259 -0.064 0.2088
H -0.743643 -3.443805 1.126277 0.105 0.030 -0.362 0.2120
H -1.161297 -1.796594 1.519638 0.016 -0.040 0.104 0.2092
H -1.119996 -2.207652 -0.172757 0.709 -0.464 0.682 0.2127
H -0.595747 -0.123643 -0.716454 0.023 0.926 0.419 0.2173
H 0.861590 -0.351150 -1.493261 0.460 0.750 0.299 0.2060
H 0.560208 0.164026 1.523400 -0.110 -1.056 -0.033 0.2044
H 2.071828 -0.226083 0.835701 0.365 -0.032 -0.285 0.1954
H 0.653856 2.207347 0.416929 -0.069 -0.737 -0.899 0.1950
H 1.795481 1.927056 -0.909861 -0.134 -0.341 0.232 0.2096
H 0.217293 3.486844 -1.892097 0.134 0.752 -0.055 0.2460
H -0.269863 1.940685 -2.601578 0.308 0.334 0.594 0.2439
```
Forces are in eV/Å.

## Properties
- Multiplicity: 1
- Max |F|: 2.81 eV/A
- Orbital gap: 0.407 Ha
- Total charge: 0
- Total energy: -22644.4246 eV
- Highest occupied orbital energy: -10.556 eV
- ΔE to the lowest compared entry with this formula, charge and spin: 0.739 eV
- Lowest unoccupied orbital energy: 0.5 eV